# 1
{
  "formula": "C38H50Cl2N9",
  "method": "wB97M-V/def2-TZVPD",
  "species": ["C", "C", "Cl", "C", "Cl", "N", "C", "N", "C", "C", "C", "C", "C", "N", "C", "C", "C", "C", "C", "H", "H", "H", "H", "H", "H", "H", "H", "H", "H", "H", "H", "H", "H", "H", "H", "H", "H", "H", "H", "N", "C", "C", "C", "C", "H", "H", "H", "H", "H", "N", "C", "C", "C", "C", "H", "H", "H", "H", "H", "N", "C", "C", "C", "C", "H", "H", "H", "H", "H", "N", "C", "C", "C", "C", "H", "H", "H", "H", "H", "N", "C", "C", "C", "C", "H", "H", "H", "H", "H", "N", "C", "C", "C", "C", "H", "H", "H", "H", "H"],
  "positions_angstrom": [[-4.64875, 1.04753, 3.61711], [-4.18884, -0.47504, 3.91459], [-5.77371, -1.39475, 4.28874], [-3.56600, -1.13417, 2.56136], [-4.31971, -2.82281, 2.35152], [-2.08539, -1.31423, 2.58978], [-1.29606, -2.33688, 3.24342], [0.11799, -2.18738, 3.00150], [0.18429, -1.01010, 2.14269], [1.65900, -0.61848, 1.66591], [2.01996, -1.63094, 0.42402], [2.30593, -0.67015, -0.85055], [1.97788, -1.41997, -2.26382], [1.19209, -0.49090, -3.12618], [-0.14270, -0.72648, -3.64390], [-0.46048, 0.54493, -4.51485], [0.77845, 1.49945, -4.43039], [1.80892, 0.77851, -3.50328], [-1.20220, -0.40379, 1.86028], [-4.73636, 1.20822, 2.48100], [-3.92968, 1.79781, 4.08902], [-5.72451, 1.16476, 4.02411], [-3.53194, -0.60073, 4.84004], [-3.82676, -0.53899, 1.61576], [-1.66569, -3.19308, 3.89440], [0.93047, -2.74123, 3.29747], [2.42080, -0.72890, 2.52468], [1.65452, 0.47954, 1.35487], [2.89128, -2.32650, 0.68130], [1.11015, -2.32474, 0.23306], [3.37776, -0.28103, -0.79152], [1.53240, 0.19111, -0.78606], [2.96948, -1.71428, -2.74858], [1.36109, -2.36224, -2.06101], [-0.76806, -1.65630, -3.45026], [-1.42417, 0.73951, -5.10461], [0.97489, 2.51869, -4.89582], [2.85854, 1.10087, -3.17481], [-1.41176, 0.51914, 1.23130], [4.85361, -2.38848, 3.58523], [5.72656, -2.05302, 4.58709], [6.97134, -1.89386, 4.02851], [6.84474, -2.13692, 2.63809], [5.52716, -2.43641, 2.39290], [3.87141, -2.57024, 3.70652], [5.38724, -1.95826, 5.60811], [7.87307, -1.63042, 4.56146], [7.63074, -2.09611, 1.89844], [5.01262, -2.68010, 1.47562], [3.87010, 2.81946, -5.97315], [4.77863, 2.97206, -4.95983], [5.30008, 4.24048, -5.04470], [4.67928, 4.87906, -6.14621], [3.79965, 3.97954, -6.69830], [3.33579, 1.98407, -6.15631], [4.97649, 2.16657, -4.26856], [6.04501, 4.66209, -4.38591], [4.85567, 5.88563, -6.49634], [3.13214, 4.06392, -7.54316], [-8.68598, -1.26923, 5.71984], [-9.82033, -1.23181, 4.95302], [-10.87832, -0.93188, 5.77616], [-10.36282, -0.77700, 7.08693], [-9.00720, -0.98808, 7.02141], [-7.75920, -1.47137, 5.37913], [-9.77680, -1.42284, 3.89102], [-11.90907, -0.83360, 5.46865], [-10.92169, -0.53698, 7.97958], [-8.24566, -0.96380, 7.78648], [4.96412, 3.42553, -9.86687], [5.42017, 2.75302, -10.96915], [5.11852, 3.50406, -12.07917], [4.46134, 4.67577, -11.62982], [4.38268, 4.60136, -10.26037], [5.04448, 3.10571, -8.91425], [5.91732, 1.79992, -10.86892], [5.34692, 3.23973, -13.10128], [4.08771, 5.48470, -12.24045], [3.96320, 5.28131, -9.53412], [-8.64053, -4.58725, -0.40447], [-9.16017, -4.86855, 0.83080], [-8.21348, -4.54674, 1.77231], [-7.08265, -4.04725, 1.07957], [-7.37642, -4.08145, -0.26220], [-9.11514, -4.72961, -1.28174], [-10.15555, -5.27378, 0.93280], [-8.32331, -4.65740, 2.84138], [-6.15625, -3.70023, 1.51473], [-6.79612, -3.79147, -1.12535], [4.87051, 1.35668, 4.78993], [3.90323, 1.82996, 5.63664], [3.85108, 3.19606, 5.49944], [4.81837, 3.55975, 4.53031], [5.42983, 2.40406, 4.10808], [5.12949, 0.38813, 4.68451], [3.33827, 1.15580, 6.26318], [3.18923, 3.85972, 6.03645], [5.04238, 4.55660, 4.17980], [6.21341, 2.23738, 3.38420]],
  "forces_ev_per_a": [[-0.40, -0.44, 0.01], [-0.89, 0.60, -0.60], [1.31, 1.00, 0.24], [-0.97, -1.19, 0.54], [1.87, 1.32, -0.50], [3.89, -0.74, 0.29], [0.74, 0.90, -0.64], [-5.93, 3.83, -2.22], [-0.81, 1.13, 0.01], [-0.97, -0.69, 0.07], [-0.28, 0.81, -0.12], [-1.09, -0.94, 0.01], [0.30, 0.16, 0.96], [0.02, 1.13, -0.89], [1.41, 4.83, -2.09], [3.14, -1.21, 2.30], [0.48, -4.18, 2.67], [-4.45, 0.04, -2.55], [4.53, -3.94, 2.30], [0.29, -0.15, 1.74], [-1.06, -1.01, -0.73], [2.02, 0.05, -0.48], [-0.81, 0.14, -1.53], [0.50, -0.89, 1.59], [0.11, 1.54, -1.20], [-0.94, 0.20, -0.06], [-1.38, 0.19, -1.15], [0.10, -1.62, 0.32], [-1.09, 1.16, -0.36], [1.44, 1.27, 0.15], [-1.57, -0.38, -0.16], [1.52, -1.28, -0.13], [-1.52, 0.35, 0.39], [0.85, 1.37, -0.40], [1.29, 1.49, -0.23], [1.78, -0.43, 1.13], [-0.56, -1.69, 0.70], [-1.96, -0.78, -0.50], [-0.11, -1.64, 1.13], [-0.11, 0.09, -0.09], [0.06, 0.07, 0.22], [-0.14, 0.08, 0.21], [-0.18, -0.03, -0.23], [0.07, -0.01, -0.13], [0.28, -0.03, 0.03], [0.09, -0.08, -0.06], [-0.10, -0.04, -0.05], [-0.09, -0.01, 0.08], [0.13, -0.02, 0.07], [-0.01, -0.03, 0.03], [0.01, 0.00, 0.02], [0.03, -0.19, 0.19], [-0.14, 0.02, -0.20], [-0.02, 0.02, -0.08], [0.06, 0.15, 0.07], [0.05, 0.08, -0.08], [-0.08, -0.05, -0.07], [-0.02, -0.11, 0.03], [0.04, 0.01, 0.10], [-0.07, 0.02, 0.01], [-0.07, -0.04, -0.08], [0.04, -0.03, -0.27], [0.21, 0.01, 0.18], [0.00, -0.02, 0.09], [-0.44, 0.12, 0.24], [-0.04, 0.00, 0.10], [0.11, -0.01, 0.02], [0.07, -0.02, -0.09], [-0.11, -0.01, -0.05], [0.03, -0.03, -0.08], [-0.02, -0.04, -0.02], [0.13, -0.24, 0.03], [-0.11, 0.16, 0.18], [-0.06, 0.01, 0.03], [0.03, 0.16, -0.13], [-0.05, 0.10, -0.05], [-0.01, 0.02, 0.11], [0.04, -0.08, 0.07], [0.06, -0.03, -0.11], [0.07, 0.07, 0.12], [-0.03, -0.04, 0.01], [-0.26, -0.08, 0.05], [0.11, 0.02, -0.19], [0.04, -0.01, -0.09], [0.08, 0.03, 0.18], [0.12, 0.04, 0.03], [-0.02, 0.00, -0.11], [-0.59, -0.22, -0.29], [-0.04, -0.04, 0.10], [-0.11, 0.05, -0.08], [-0.05, -0.01, 0.01], [-0.20, -0.15, 0.12], [0.16, -0.05, -0.20], [0.03, 0.01, -0.03], [0.11, 0.11, 0.00], [0.07, 0.10, 0.01], [0.08, -0.07, -0.04], [-0.01, -0.11, 0.05], [-0.06, 0.04, 0.10]],
  "mulliken_charge": [-1.050, 0.159, -0.332, -0.459, -0.326, 0.292, -0.210, 0.093, 0.021, -0.644, -0.258, -0.563, -0.825, 0.240, -0.241, -0.579, -0.494, -0.194, -0.479, 0.290, 0.290, 0.348, 0.356, 0.452, 0.401, 0.258, 0.113, 0.464, 0.164, 0.405, 0.312, 0.338, 0.244, 0.378, 0.323, 0.315, 0.411, 0.238, 0.415, 0.172, -0.998, -0.147, -0.705, -0.171, 0.170, 0.495, 0.439, 0.426, 0.326, 0.033, -0.450, -0.640, -0.120, -0.924, 0.304, 0.430, 0.404, 0.429, 0.526, 0.302, -0.406, -0.493, -0.494, -0.413, 0.163, 0.387, 0.387, 0.381, 0.349, 0.089, -0.595, -0.350, -0.625, -0.162, 0.205, 0.362, 0.383, 0.388, 0.316, 0.020, -0.495, -0.635, 0.873, -0.756, 0.189, 0.391, 0.414, -0.226, 0.359, 0.087, -0.457, -0.491, -0.606, -0.330, 0.284, 0.357, 0.399, 0.396, 0.389],
  "total_charge": 1,
  "homo_ev": -9.15,
  "e_tot_ha": -2890.62074,
  "lumo_ev": -4.2
}

# 2
{
  "formula": "C38H50N6O9S",
  "method": "wB97M-V/def2-TZVPD",
  "species": ["C", "C", "C", "C", "C", "N", "C", "O", "C", "N", "C", "O", "C", "N", "C", "O", "O", "C", "C", "C", "H", "H", "C", "H", "H", "C", "H", "H", "C", "C", "H", "H", "C", "C", "N", "C", "C", "C", "C", "C", "C", "N", "C", "O", "C", "C", "H", "H", "C", "H", "H", "H", "H", "O", "C", "H", "H", "H", "H", "H", "H", "H", "H", "H", "H", "H", "H", "H", "C", "C", "H", "H", "H", "C", "H", "H", "H", "C", "H", "H", "H", "H", "H", "C", "O", "N", "S", "O", "O", "C", "C", "C", "H", "H", "H", "H", "H", "H", "H", "H", "H", "H", "H", "H"],
  "positions_angstrom": [[-2.87880, -1.77757, 2.02297], [-1.76308, -2.44834, 2.26278], [-1.18721, -3.40664, 1.30917], [-0.42088, -4.61741, 1.73978], [0.32324, -3.51211, 1.03199], [0.66907, -3.71881, -0.33678], [0.52856, -2.82690, -1.35752], [0.66078, -3.16730, -2.51148], [0.08183, -1.41349, -0.97710], [0.94330, -0.43529, -1.62597], [2.26311, -0.64966, -1.65276], [2.71986, -1.71120, -1.23737], [3.16205, 0.45615, -2.20094], [4.11044, 0.82814, -1.17058], [3.82979, 1.70348, -0.17462], [4.53511, 1.84454, 0.79682], [2.74935, 2.48143, -0.43094], [2.44580, 3.42567, 0.57016], [1.01366, 3.56013, 0.98855], [2.01246, 2.94125, 1.92205], [2.33930, 3.50480, 2.78203], [1.98278, 1.87308, 2.06244], [0.44468, 4.92392, 1.30725], [1.26210, 5.55350, 1.66471], [-0.27145, 4.83234, 2.12694], [-0.23463, 5.59931, 0.10628], [0.05926, 6.65092, 0.08482], [0.13075, 5.14499, -0.81658], [-1.76487, 5.55947, 0.12232], [-2.39986, 4.20172, -0.19014], [-1.81319, 3.69562, -0.95840], [-3.39829, 4.38002, -0.59940], [-2.56450, 3.27258, 1.02239], [-3.42121, 2.11064, 0.63220], [-4.63857, 2.05051, 1.09047], [-5.45780, 1.07091, 0.64767], [-6.77193, 0.96238, 1.14050], [-7.60583, 0.00187, 0.64922], [-7.17606, -0.89391, -0.35836], [-5.89398, -0.81254, -0.85278], [-5.02159, 0.16433, -0.34842], [-3.74807, 0.22067, -0.81069], [-2.95854, 1.13204, -0.31023], [-1.67043, 1.19246, -0.68800], [-1.27059, 0.40732, -1.80359], [-1.29373, -1.10379, -1.55653], [-1.40322, -1.61723, -2.51308], [-2.10705, -1.38542, -0.89570], [0.20515, 0.72342, -2.08391], [0.36843, 0.87952, -3.15349], [0.50313, 1.61838, -1.52945], [-1.92371, 0.67095, -2.64447], [-5.51704, -1.47409, -1.61576], [-8.11206, -1.79119, -0.75832], [-7.77114, -2.71341, -1.76576], [-6.94834, -3.36310, -1.45141], [-8.66368, -3.31470, -1.92996], [-7.49808, -2.20620, -2.69629], [-8.61752, -0.10329, 1.00790], [-7.09278, 1.65324, 1.90371], [-3.06885, 3.80521, 1.82938], [-1.59784, 2.91461, 1.37059], [-2.11386, 6.26706, -0.63431], [-2.12686, 5.91720, 1.08837], [0.33070, 2.87298, 0.50637], [3.07372, 4.30899, 0.51135], [4.70226, 0.06889, -0.84712], [2.57064, 1.34442, -2.42548], [3.89184, 0.00997, -3.49589], [2.84990, -0.53318, -4.47826], [3.33267, -0.81804, -5.41032], [2.35279, -1.41023, -4.07013], [2.09874, 0.22133, -4.70529], [4.93098, -1.07323, -3.20526], [4.48563, -1.88046, -2.63162], [5.31053, -1.47846, -4.14089], [5.76857, -0.66669, -2.64491], [4.58460, 1.23539, -4.09681], [3.85607, 1.98471, -4.39969], [5.16474, 0.94747, -4.97024], [5.25366, 1.68139, -3.36566], [0.11698, -1.25065, 0.10575], [0.97480, -4.64048, -0.62193], [1.30226, -2.72468, 1.86007], [1.04389, -2.31846, 2.97451], [2.52986, -2.54446, 1.30184], [3.29280, -1.01178, 1.50529], [4.53260, -1.12349, 0.81066], [2.31621, -0.05839, 1.06609], [3.58475, -0.84849, 3.25129], [4.54056, 0.25349, 3.58562], [4.97355, -1.17180, 3.68918], [5.63817, -1.54784, 2.92720], [5.10562, -1.61317, 4.66594], [4.90292, 0.84395, 2.75644], [4.36153, 0.81398, 4.49126], [2.71112, -1.06607, 3.84086], [2.64656, -2.81040, 0.32567], [-0.21248, -4.72681, 2.79346], [-0.57286, -5.54475, 1.20835], [-1.77878, -3.53137, 0.40710], [-1.21588, -2.30616, 3.18164], [-3.28501, -1.07986, 2.73393], [-3.44216, -1.90190, 1.11130]],
  "forces_ev_per_a": [[-0.05, 0.00, -0.06], [0.07, 0.06, 0.21], [0.09, -0.09, 0.06], [-0.08, 0.07, -0.08], [-0.19, 0.04, -0.14], [0.24, -0.69, 0.23], [-0.41, -0.03, -0.09], [-0.01, 0.07, -0.18], [0.17, -0.11, -0.10], [-0.27, -0.34, 0.21], [-0.11, 0.17, -0.32], [0.31, 0.12, -0.24], [0.06, -0.04, -0.11], [-0.04, -0.26, -0.34], [0.52, 0.59, 0.08], [0.05, 0.13, 0.11], [-0.23, -0.30, -0.15], [0.00, 0.18, 0.45], [0.02, 0.16, 0.04], [0.06, -0.10, -0.20], [0.03, 0.15, 0.06], [-0.01, -0.01, -0.03], [0.09, -0.14, -0.31], [0.01, -0.01, 0.11], [0.03, 0.03, 0.11], [-0.14, 0.15, 0.28], [0.04, -0.01, -0.08], [0.05, 0.03, -0.11], [0.16, -0.10, -0.31], [0.00, 0.22, 0.23], [-0.03, -0.01, -0.10], [0.01, -0.06, -0.03], [0.07, -0.02, -0.27], [-0.01, 0.07, 0.25], [0.28, 0.21, 0.11], [0.10, -0.49, -0.51], [-0.11, -0.20, -0.13], [-0.05, 0.01, 0.05], [0.22, 0.03, -0.06], [-0.37, -0.27, -0.07], [-0.20, 0.47, 0.50], [0.55, 0.41, -0.03], [-0.85, -0.57, -0.24], [0.14, 0.24, 0.49], [0.00, -0.36, -0.62], [0.09, 0.10, 0.30], [0.02, 0.01, 0.00], [0.07, -0.07, -0.08], [-0.18, 0.50, -0.14], [-0.05, 0.06, 0.07], [-0.04, 0.00, -0.14], [0.16, -0.02, 0.13], [0.00, -0.09, -0.08], [-0.04, 0.26, 0.26], [0.07, -0.15, -0.17], [-0.02, 0.03, -0.01], [0.09, 0.02, -0.02], [0.00, -0.01, 0.04], [-0.11, 0.01, 0.06], [-0.05, 0.08, 0.08], [0.04, -0.07, 0.02], [0.10, 0.04, 0.11], [-0.05, 0.04, 0.06], [-0.06, 0.09, 0.04], [-0.02, -0.14, -0.07], [-0.10, -0.02, 0.02], [-0.05, 0.25, 0.01], [0.03, -0.13, -0.06], [-0.08, 0.11, -0.09], [0.16, 0.05, 0.23], [0.03, -0.02, -0.11], [-0.12, -0.16, -0.02], [-0.13, 0.11, -0.06], [-0.19, 0.02, 0.04], [0.06, -0.13, 0.00], [0.09, 0.01, -0.10], [0.18, 0.02, 0.05], [-0.12, -0.18, 0.17], [-0.10, 0.12, -0.06], [0.07, -0.03, -0.11], [0.11, 0.09, 0.03], [-0.07, -0.01, -0.10], [-0.07, 0.12, -0.05], [-0.41, -0.27, 0.43], [-0.30, 0.02, 0.10], [1.04, 0.66, 0.07], [-0.66, -0.97, 0.60], [0.49, -0.19, 0.20], [-0.24, 0.21, 0.33], [-0.27, -0.17, -0.70], [0.25, 0.25, -0.09], [0.30, -0.13, 0.15], [0.08, 0.03, -0.04], [-0.13, -0.01, 0.05], [0.11, 0.00, -0.03], [-0.15, -0.07, 0.04], [-0.05, -0.02, 0.01], [-0.04, 0.10, -0.01], [0.05, 0.10, 0.08], [0.01, -0.02, -0.12], [0.15, -0.03, -0.03], [-0.03, 0.06, 0.11], [-0.05, 0.14, 0.21], [-0.07, -0.06, -0.24]],
  "mulliken_charge": [-0.851, -0.701, 0.389, -1.160, 0.979, 0.013, -0.989, -0.702, 1.143, 1.399, -0.476, -0.693, -0.550, 0.171, 0.169, -0.734, -0.167, -0.020, 1.452, -0.603, 0.151, -0.063, -1.225, 0.539, 0.430, -0.799, 0.343, 0.372, -1.220, 0.116, -0.064, 0.502, -0.032, -0.099, -0.620, 0.019, -0.768, -0.670, 0.785, 0.100, -0.898, -0.124, 0.261, 0.189, -0.543, -0.914, 0.749, -0.035, -0.722, 0.258, 0.113, 0.720, 0.538, -0.460, -0.789, 0.317, 0.237, 0.317, 0.448, 0.485, 0.587, -0.153, 0.373, 0.393, -0.495, 0.275, 0.449, 1.147, 1.558, -1.646, 0.559, 0.267, 0.238, -1.783, 0.286, 0.500, 0.334, -1.978, 0.405, 0.460, 0.365, 0.161, 0.258, -0.038, -0.696, -0.193, 0.915, -0.932, -0.352, -0.512, -0.472, -0.647, 0.159, 0.309, 0.168, 0.274, 0.753, 0.698, 0.310, 0.273, 0.472, 0.333, 0.319, 0.291],
  "total_charge": 0,
  "homo_ev": -8.46,
  "e_tot_ha": -2881.91522,
  "lumo_ev": 0.2
}